Record 1
# C6H13N2O2S

2 unconnected molecules or ions with the total composition C6H13N2O2S (the ωB97M-V functional and the def2-TZVPD basis, OMol25).

Cartesian coordinates (Å):
S  -2.84  -0.20  -0.15
O  -2.82  -1.33  0.80
O  -3.67  -0.43  -1.33
N  -2.90  2.01  0.95
N  -1.20  -0.10  -0.79
C  1.15  -1.54  0.26
C  0.18  -0.70  1.09
C  -0.36  0.45  0.26
C  1.76  0.46  -1.10
C  0.78  1.30  -0.30
C  2.30  -0.69  -0.25
H  0.37  2.10  -0.93
H  0.60  -1.95  -0.58
H  -1.27  0.53  -1.57
H  1.30  1.78  0.54
H  -3.61  1.69  1.62
H  -1.01  1.10  0.90
H  2.86  -0.28  0.60
H  -0.66  -1.31  1.41
H  2.99  -1.30  -0.84
H  0.69  -0.32  1.98
H  2.59  1.08  -1.45
H  1.25  0.04  -1.97
H  1.53  -2.38  0.86

The HOMO energy (alpha / beta) comes out at -3.92 / -3.77 eV. As for the charge: -1. As for the spin multiplicity: 1.

Record 2
# C6H13N2OP

C6H13N2OP in the gas phase (the ωB97M-V functional and the def2-TZVPD basis, OMol25).

Cartesian coordinates (Å):
P  3.10  0.25  -0.02
O  0.00  2.29  1.12
N  1.50  -0.18  0.47
N  2.90  1.45  -1.03
C  0.33  0.18  -0.25
C  -1.86  1.69  -0.15
C  1.21  -1.38  1.24
C  -0.41  -1.19  -0.60
C  -0.60  1.17  0.56
C  0.39  -2.23  0.22
H  -2.25  1.02  -0.75
H  0.95  -2.70  -0.56
H  -2.49  1.92  0.58
H  -0.77  0.72  1.53
H  -1.53  2.60  -0.73
H  0.80  0.80  -1.02
H  -0.39  -1.51  -1.57
H  0.61  2.67  0.40
H  0.46  -1.29  1.99
H  3.84  1.79  -1.29
H  2.11  -2.03  1.49
H  -1.34  -1.02  -0.12
H  -0.20  -3.03  0.64

The expectation value of S² is 2.011. The HOMO energy (alpha / beta) comes out at -5.57 / -8.91 eV. As for the charge: 0. As for the spin multiplicity: 3.

Record 3
# C6H13N2S

A gas-phase ion, C6H13N2S (charge +1) (the ωB97M-V functional and the def2-TZVPD basis, OMol25).

Cartesian coordinates (Å):
S  1.23  2.55  1.53
N  0.72  0.13  -0.78
N  -1.29  -0.85  -0.08
C  1.66  0.95  -0.54
C  2.31  1.22  0.74
C  -1.66  0.42  0.55
C  0.11  -0.97  -0.20
C  0.76  -2.06  0.26
C  -1.95  -0.95  -1.33
H  -2.92  -1.37  -1.14
H  -1.18  -1.67  -1.81
H  -2.14  -0.05  -1.95
H  2.31  0.35  1.30
H  -2.79  0.59  0.74
H  1.53  3.51  0.64
H  -1.54  -1.59  0.61
H  -1.26  1.23  -0.08
H  -1.26  0.45  1.50
H  3.39  1.66  0.87
H  1.86  1.70  -1.29
H  1.90  -2.34  0.02
H  0.21  -2.92  0.44

The HOMO energy comes out at -12.85 eV. As for the charge: +1. As for the spin multiplicity: 1. Its SMILES is C=C(/N=C\CS)[NH+](C)C.

Record 4
# C6H13N3

3 unconnected molecules or ions with the total composition C6H13N3 (the ωB97M-V functional and the def2-TZVPD basis, OMol25).

Cartesian coordinates (Å):
N  0.65  -0.37  -0.28
N  2.51  1.43  0.81
N  -0.39  1.34  1.06
C  -1.91  -0.57  -0.35
C  -2.20  -1.43  0.84
C  3.60  -0.21  -0.68
C  -2.87  0.55  -0.60
C  2.45  0.46  0.02
C  -0.19  0.45  0.25
H  -2.21  -0.82  1.75
H  3.76  0.23  -1.66
H  -1.64  -1.13  -1.24
H  -2.87  1.25  0.24
H  4.53  -0.10  -0.10
H  0.61  -0.50  -1.28
H  -1.45  -2.22  0.96
H  3.45  1.74  1.09
H  -3.90  0.18  -0.70
H  0.46  1.78  1.41
H  -2.62  1.10  -1.51
H  3.41  -1.27  -0.79
H  -3.19  -1.90  0.76

The HOMO energy comes out at -7.27 eV. As for the charge: 0. As for the spin multiplicity: 1.

Record 5
# C6H13N3

A molecular structure, C6H13N3 (the ωB97M-V functional and the def2-TZVPD basis, OMol25).

Cartesian coordinates (Å):
N  -1.26  2.12  -0.05
N  0.11  0.13  -0.24
N  -1.88  0.29  1.25
C  -1.00  0.86  0.51
C  1.66  1.94  0.59
C  0.05  -1.12  -0.65
C  0.90  0.67  0.80
C  1.13  -2.08  -0.31
C  -1.24  -1.58  -1.23
H  -2.01  -1.61  -0.44
H  2.03  2.30  1.55
H  0.93  -2.60  0.63
H  2.09  -1.57  -0.20
H  1.22  -2.85  -1.09
H  -1.51  -0.53  1.74
H  1.33  -0.06  1.48
H  1.03  2.71  0.15
H  -1.16  -2.56  -1.69
H  2.53  1.79  -0.06
H  -1.20  2.15  -1.06
H  -1.63  -0.87  -1.98
H  -2.12  2.49  0.31

The HOMO energy (alpha / beta) comes out at -6.71 / -6.71 eV. As for the charge: 0. As for the spin multiplicity: 1.

Record 6
# C6H13N3

C6H13N3 in the gas phase (the ωB97M-V functional and the def2-TZVPD basis, OMol25).

Cartesian coordinates (Å):
N  0.68  -1.62  1.69
N  -1.55  1.23  0.73
N  1.76  0.80  0.12
C  0.38  -0.40  -1.59
C  2.52  1.41  -0.96
C  0.13  -0.75  0.93
C  -1.28  -0.09  1.27
C  0.81  -0.03  -0.20
C  -2.38  -1.07  0.86
H  3.32  2.01  -0.52
H  2.99  0.66  -1.60
H  1.19  -0.93  -2.10
H  -3.35  -0.74  1.24
H  -2.19  -2.07  1.27
H  1.62  -1.86  1.34
H  -1.27  -0.01  2.36
H  1.90  2.07  -1.56
H  -1.66  1.22  -0.28
H  0.13  0.50  -2.16
H  -0.79  1.87  0.97
H  -0.50  -1.05  -1.57
H  -2.45  -1.17  -0.23

The HOMO energy comes out at -9.12 eV. As for the charge: 0. As for the spin multiplicity: 1. Its SMILES is [H]/N=C(\C(C)=N\C)[C@H](C)N.

Record 7
# C6H13N3O5Pd

A molecular structure, C6H13N3O5Pd (the ωB97M-V functional and the def2-TZVPD basis, OMol25).

Cartesian coordinates (Å):
Pd  -0.17  -1.29  0.46
O  0.17  0.21  2.20
O  -1.08  -1.46  -1.68
O  2.26  -0.96  -1.31
O  -1.42  -0.39  -3.62
O  0.83  2.33  2.53
N  0.03  1.02  -0.64
N  -1.35  -2.33  3.62
N  -1.21  -3.29  2.54
C  -0.92  0.97  -1.73
C  0.31  1.42  1.86
C  2.00  0.25  -1.98
C  -0.34  1.85  0.49
C  -1.13  -0.44  -2.40
C  1.38  1.31  -1.07
H  -0.54  -2.88  1.87
H  1.35  0.09  -2.85
H  -1.42  1.75  0.65
H  1.41  -1.15  -0.83
H  1.40  2.28  -1.63
H  -2.09  -3.25  2.05
H  2.01  1.43  -0.19
H  -0.68  1.70  -2.52
H  -1.12  -1.40  3.26
H  2.96  0.63  -2.35
H  -0.61  -2.55  4.28
H  -0.11  2.91  0.32
H  -1.91  1.22  -1.34

The HOMO energy (alpha / beta) comes out at 0.49 / 0.49 eV. As for the charge: -2. As for the spin multiplicity: 1.

Record 8
# C6H13N4

2 unconnected molecules or ions with the total composition C6H13N4 (the ωB97M-V functional and the def2-TZVPD basis, OMol25).

Cartesian coordinates (Å):
N  -0.08  1.12  -1.38
N  -2.39  1.06  -0.12
N  1.98  1.94  1.32
N  0.44  -0.55  0.14
C  1.97  -2.45  -0.35
C  -0.68  -0.11  0.99
C  -2.11  -0.20  0.54
C  0.59  0.12  -0.96
C  2.10  2.12  0.19
C  1.08  -1.80  0.41
H  1.00  -2.21  1.39
H  2.26  -2.24  -1.33
H  -2.81  -0.45  1.48
H  -0.29  0.83  1.38
H  0.35  1.47  -2.25
H  1.49  -0.09  -1.59
H  -3.36  1.18  -0.39
H  -2.02  1.83  0.39
H  2.30  2.39  -0.78
H  -1.09  1.28  -0.98
H  2.30  -3.35  0.06
H  -0.78  -0.80  1.90
H  -2.25  -1.09  -0.05

The HOMO energy comes out at -13.23 eV. As for the charge: +1. As for the spin multiplicity: 1.

Record 9
# C6H13N4

A gas-phase ion, C6H13N4 (charge +1) (the ωB97M-V functional and the def2-TZVPD basis, OMol25).

Cartesian coordinates (Å):
N  0.97  2.72  1.49
N  -0.80  0.38  -0.04
N  1.19  0.32  1.11
N  -0.12  2.28  1.09
C  -2.03  1.00  -0.51
C  0.26  -0.79  -1.92
C  1.45  -1.04  0.77
C  0.13  -1.74  0.53
C  0.12  0.93  0.67
C  -0.56  -0.97  -0.65
H  -1.93  2.03  -0.38
H  1.80  0.73  1.89
H  0.12  -2.80  0.28
H  2.07  -1.21  -0.05
H  -0.48  -1.65  1.47
H  1.27  -0.49  -1.54
H  0.34  -1.69  -2.48
H  -1.56  -1.40  -0.87
H  -1.94  0.71  -1.55
H  -0.21  0.02  -2.44
H  -2.91  0.52  -0.11
H  0.92  3.74  1.60
H  1.89  -1.61  1.66

The HOMO energy comes out at -14.08 eV. As for the charge: +1. As for the spin multiplicity: 1. Its SMILES is [H]/N=N/C1=[NH+]CC[C@H](C)N1C.

Record 10
# C6H13N4

2 unconnected molecules or ions with the total composition C6H13N4 (the ωB97M-V functional and the def2-TZVPD basis, OMol25).

Cartesian coordinates (Å):
N  1.48  0.38  0.27
N  -1.83  -0.08  2.20
N  -0.30  -0.06  -1.18
N  -1.83  -2.24  1.45
C  -0.76  1.36  -1.25
C  1.47  0.69  1.53
C  -1.70  -1.27  2.14
C  2.72  0.52  -0.53
C  0.62  -0.38  -0.36
C  -1.19  -1.04  -1.78
H  0.07  2.10  -1.19
H  3.34  -0.44  -0.58
H  0.74  0.52  2.22
H  -1.47  1.54  -0.36
H  2.30  1.28  1.97
H  -1.29  1.65  -2.19
H  -1.60  -3.19  1.69
H  3.41  1.24  -0.06
H  -2.31  0.42  2.87
H  -1.31  -0.77  -2.77
H  -0.77  -2.06  -1.52
H  2.28  0.83  -1.40
H  -2.06  -1.01  -1.17

The HOMO energy (alpha / beta) comes out at -12.52 / -12.52 eV. As for the charge: +1. As for the spin multiplicity: 1.

Record 11
# C6H13N5O

2 unconnected molecules or ions with the total composition C6H13N5O (the ωB97M-V functional and the def2-TZVPD basis, OMol25).

Cartesian coordinates (Å):
O  0.63  0.66  -2.79
N  1.39  0.03  -1.77
N  -0.81  -2.10  0.17
N  2.41  2.11  -1.33
N  -2.92  -2.59  2.18
N  -2.49  -1.34  1.72
C  2.95  0.16  0.06
C  -0.70  1.35  1.01
C  -1.36  -1.22  0.93
C  -0.83  0.15  0.92
C  2.30  0.87  -1.08
C  -0.37  1.46  -2.16
H  3.84  0.73  0.40
H  -2.77  -0.53  2.27
H  3.03  2.53  -0.63
H  -0.81  2.39  1.23
H  3.27  -0.83  -0.26
H  -2.65  -2.72  3.16
H  -1.32  -2.98  0.31
H  2.24  0.06  0.91
H  -1.10  0.84  -1.64
H  0.05  2.24  -1.51
H  -3.91  -2.67  2.07
H  -0.87  1.93  -3.02
H  0.80  -0.53  -1.15

The HOMO energy comes out at -8.78 eV. As for the charge: 0. As for the spin multiplicity: 1. Its SMILES is [H]/N=C(/C#C)NN.[H]/N=C(\C)NOC.

Record 12
# C6H13NO

C6H13NO in the gas phase (the ωB97M-V functional and the def2-TZVPD basis, OMol25).

Cartesian coordinates (Å):
O  0.20  -0.52  1.41
N  -0.91  0.20  -0.40
C  2.35  0.87  0.08
C  -2.09  0.41  0.43
C  -3.28  0.94  -0.34
C  0.23  -0.22  0.24
C  2.07  -1.64  -0.46
C  1.51  -0.24  -0.61
H  1.28  -2.38  -0.68
H  2.90  -1.84  -1.14
H  -2.24  -0.56  0.93
H  1.20  0.00  -1.63
H  -0.83  0.57  -1.32
H  -3.28  2.02  -0.25
H  2.92  0.47  0.90
H  2.97  1.32  -0.71
H  -4.23  0.63  0.00
H  -1.89  1.02  1.31
H  2.22  -1.93  0.58
H  1.71  1.64  0.51
H  -3.24  0.52  -1.35

The HOMO energy comes out at -9.41 eV. As for the charge: 0. As for the spin multiplicity: 1. Its SMILES is CCNC(=O)C(C)C.

Record 13
# C6H13NO

C6H13NO in the gas phase (the ωB97M-V functional and the def2-TZVPD basis, OMol25).

Cartesian coordinates (Å):
O  -1.09  2.80  1.47
N  1.06  1.50  -0.15
C  -0.54  -0.30  -0.65
C  -1.32  1.85  0.44
C  0.22  -1.56  -0.32
C  -0.30  -2.48  0.48
C  -0.18  0.86  0.30
C  1.59  -1.73  -0.94
H  2.25  -1.04  -0.43
H  1.93  -2.75  -0.79
H  -2.26  1.33  0.64
H  0.05  0.45  1.29
H  1.57  -1.53  -2.01
H  0.25  -3.39  0.72
H  -1.62  -0.43  -0.63
H  -0.94  2.34  2.31
H  -0.26  0.00  -1.67
H  -1.29  -2.48  0.94
H  0.93  1.97  -1.04
H  1.39  2.18  0.52
H  -1.46  2.43  -0.47

The HOMO energy comes out at -8.98 eV. As for the charge: 0. As for the spin multiplicity: 1. Its SMILES is C=C(C)C[C@@H](N)CO.

Record 14
# C6H13NO

C6H13NO in the gas phase (the ωB97M-V functional and the def2-TZVPD basis, OMol25).

Cartesian coordinates (Å):
O  -1.48  -0.95  -1.20
N  -0.65  0.70  0.56
C  -0.67  0.49  2.00
C  -0.46  -0.73  -0.31
C  -1.71  1.58  0.11
C  1.86  -1.38  -1.26
C  0.77  -0.13  -0.81
C  2.10  -0.38  -0.18
H  0.67  0.61  -1.60
H  1.69  -2.41  -0.97
H  -0.57  1.44  2.54
H  0.17  -0.14  2.31
H  -1.63  1.76  -0.97
H  -2.70  1.17  0.31
H  -0.34  -1.57  0.37
H  2.86  0.38  -0.35
H  -1.64  2.56  0.59
H  -1.60  0.01  2.33
H  2.09  -0.74  0.85
H  2.35  -1.25  -2.21
H  -1.11  -1.04  -2.09

The HOMO energy comes out at -7.71 eV. As for the charge: 0. As for the spin multiplicity: 1. Its SMILES is CN(C)[C@@H](O)C1CC1.

Record 15
# C6H13NO

A molecular structure, C6H13NO (the ωB97M-V functional and the def2-TZVPD basis, OMol25).

Cartesian coordinates (Å):
O  1.89  -1.20  -0.83
N  -3.53  0.90  -0.59
C  2.95  -0.50  -1.37
C  1.18  1.04  0.74
C  -1.45  -0.27  -0.21
C  -2.53  0.41  0.22
C  -0.47  -0.88  0.79
C  0.56  -0.01  1.45
H  3.35  -1.09  -2.22
H  1.64  1.74  1.45
H  0.99  1.38  -0.28
H  2.60  0.46  -1.84
H  -0.01  -1.72  0.24
H  0.62  -0.09  2.53
H  -1.34  -0.51  -1.29
H  -4.39  1.26  -0.22
H  -1.08  -1.45  1.52
H  1.60  -0.19  0.65
H  -2.63  0.53  1.30
H  3.71  -0.23  -0.57
H  -3.65  0.43  -1.47

The HOMO energy comes out at -6.93 eV. As for the charge: 0. As for the spin multiplicity: 1.

Record 16
# C6H13NO

2 unconnected molecules or ions with the total composition C6H13NO (the ωB97M-V functional and the def2-TZVPD basis, OMol25).

Cartesian coordinates (Å):
O  -1.05  0.62  -1.31
N  -2.23  -1.35  1.38
C  -2.54  1.01  1.11
C  -2.06  -0.33  0.66
C  1.94  0.52  -1.68
C  2.05  -0.55  -0.64
C  -1.31  -0.36  -0.64
C  1.53  -0.10  0.87
H  -3.41  1.29  0.52
H  -1.11  -1.38  -1.03
H  3.08  -0.84  -0.45
H  1.65  -0.98  1.50
H  0.55  0.32  1.08
H  2.61  1.35  -1.48
H  -1.76  1.76  0.94
H  1.47  -1.43  -0.91
H  2.22  0.66  1.24
H  0.88  0.89  -1.67
H  -1.81  -2.21  1.01
H  2.11  0.13  -2.68
H  -2.80  0.98  2.17

The HOMO energy comes out at -10.01 eV. As for the charge: 0. As for the spin multiplicity: 1. Its SMILES is [H]/N=C(/C)C=O.CCC.

Record 17
# C6H13NO

2 unconnected molecules or ions with the total composition C6H13NO (the ωB97M-V functional and the def2-TZVPD basis, OMol25).

Cartesian coordinates (Å):
O  -0.42  2.04  1.24
N  1.08  -1.53  -0.70
C  1.44  1.76  -0.27
C  -0.92  0.82  -0.72
C  -0.42  -1.99  1.22
C  -0.08  1.81  0.01
C  -1.12  -0.71  0.67
C  -0.20  -1.78  -0.20
H  -0.85  -2.32  -0.89
H  0.41  -1.81  1.88
H  1.72  -1.14  -0.03
H  -0.50  2.58  -0.77
H  1.86  2.73  -0.03
H  1.11  -0.98  -1.55
H  1.69  1.52  -1.31
H  -2.19  -0.86  0.57
H  -0.81  0.17  1.27
H  -1.99  1.00  -0.62
H  -1.09  -2.79  1.54
H  -0.62  0.44  -1.69
H  1.90  1.03  0.40

The HOMO energy comes out at -7.91 eV. As for the charge: 0. As for the spin multiplicity: 1.

Record 18
# C6H13NO

3 unconnected molecules or ions with the total composition C6H13NO (the ωB97M-V functional and the def2-TZVPD basis, OMol25).

Cartesian coordinates (Å):
O  -1.65  2.92  1.06
N  1.07  -2.07  -0.22
C  1.01  -2.15  -1.55
C  -0.80  -0.16  1.30
C  -1.89  0.40  1.76
C  0.37  0.67  0.85
C  0.24  0.99  -0.68
C  1.84  -1.52  -2.44
H  2.61  -0.83  -2.16
H  0.31  1.64  1.33
H  -0.71  -1.23  1.09
H  -2.78  -0.16  2.00
H  0.26  -2.83  -1.96
H  1.60  -1.62  -3.50
H  -1.99  1.55  1.64
H  1.31  0.18  1.11
H  -0.01  0.09  -1.22
H  2.05  -1.84  -0.03
H  1.04  1.64  -1.04
H  -0.65  1.61  -0.69
H  -2.30  3.58  1.36

The HOMO energy comes out at -7.30 eV. As for the charge: 0. As for the spin multiplicity: 1.

Record 19
# C6H13NO

C6H13NO in the gas phase (the ωB97M-V functional and the def2-TZVPD basis, OMol25).

Cartesian coordinates (Å):
O  1.93  0.43  2.08
N  0.68  -0.20  1.32
C  0.60  0.46  0.15
C  -1.25  0.56  -1.72
C  1.40  1.30  -0.48
C  -0.06  -1.62  -1.25
C  -0.42  -0.24  2.28
C  -0.65  -0.36  -0.66
H  -1.45  -0.63  0.03
H  -2.11  0.07  -2.17
H  0.38  -2.25  -0.48
H  -0.92  0.73  2.39
H  -0.53  0.77  -2.51
H  -1.14  -1.00  1.97
H  2.30  1.65  -0.01
H  1.22  1.59  -1.50
H  1.73  1.35  2.33
H  0.00  -0.56  3.23
H  -0.84  -2.20  -1.75
H  -1.58  1.50  -1.28
H  0.71  -1.37  -1.98

The HOMO energy comes out at -8.62 eV. As for the charge: 0. As for the spin multiplicity: 1. Its SMILES is C=C(C(C)C)N(C)O.

Record 20
# C6H13NO

C6H13NO in the gas phase (the ωB97M-V functional and the def2-TZVPD basis, OMol25).

Cartesian coordinates (Å):
O  1.16  0.42  2.72
N  2.40  0.33  0.88
C  -0.23  0.51  0.64
C  -1.25  -0.36  1.35
C  0.29  -1.25  -1.15
C  -1.34  0.73  -1.59
C  1.20  0.40  1.51
C  0.03  0.21  -0.81
H  -1.13  0.65  -2.66
H  0.51  -1.35  -2.21
H  -0.59  -1.86  -0.94
H  -2.17  0.07  -1.35
H  -1.04  -1.42  1.22
H  -0.50  1.57  0.75
H  0.83  0.85  -1.20
H  -2.26  -0.14  1.02
H  3.24  0.35  1.44
H  2.50  0.34  -0.12
H  -1.58  1.76  -1.35
H  1.12  -1.65  -0.58
H  -1.20  -0.16  2.41

The HOMO energy comes out at -9.25 eV. As for the charge: 0. As for the spin multiplicity: 1. Its SMILES is CC(C)[C@@H](C)C(N)=O.